[1]
18
Properties=species:S:1:pos:R:3 method="wB97M-V/def2-TZVPD" total_charge=+1 homo_lumo_gap_ha=0.2730 e_above_lowest_kj_mol=213.1
C 0.108 2.670 0.503
C -1.388 0.978 -0.512
O -0.570 2.004 -0.501
P -1.155 -2.660 -1.365
P 0.145 -2.290 1.705
P 2.135 -1.767 -0.767
P 0.155 -1.224 -0.185
H 0.748 3.514 0.217
H 0.652 2.039 1.058
H -0.690 3.251 1.112
H -1.875 0.478 -1.376
H -1.895 0.848 0.518
H -0.923 -1.928 -2.454
H -0.332 -3.718 -1.366
H 0.603 -1.148 2.636
H -1.184 -2.274 2.100
H 2.759 -0.905 0.003
H 2.001 -0.953 -1.934

[2]
72
Properties=species:S:1:pos:R:3 method="wB97M-V/def2-TZVPD" total_charge=0 homo_lumo_gap_ha=0.2117
Zn -0.180 0.007 0.325
Zn -4.045 2.964 1.147
S -3.520 -0.265 0.265
O -4.028 -1.177 1.291
O -3.968 1.071 0.617
O -2.045 -0.344 0.272
O -3.986 -0.626 -1.059
S -1.004 2.543 2.336
O -1.142 2.066 3.702
O -2.272 3.103 1.871
O 0.045 3.604 2.348
O -0.625 1.467 1.443
O 2.376 3.455 0.949
H 2.894 3.010 1.620
H 1.484 3.454 1.294
O -0.754 4.797 -0.234
H -1.322 4.108 0.112
H -0.503 5.308 0.535
O 3.823 0.370 -1.823
H 4.026 0.595 -2.732
H 4.676 0.328 -1.391
O -2.421 -0.646 3.652
H -1.842 0.112 3.731
H -2.125 -1.247 4.335
O 1.532 2.435 -2.716
H 1.262 3.158 -2.150
H 2.448 2.623 -2.924
O -3.346 3.354 -0.791
H -3.413 3.983 -1.509
H -3.305 2.500 -1.223
O -2.433 -2.592 -2.219
H -2.943 -1.858 -1.875
H -2.825 -3.366 -1.817
O -0.001 -1.594 -1.211
H 0.864 -2.001 -1.265
H -0.571 -2.175 -1.713
O 2.497 -2.248 -1.576
H 2.749 -2.829 -2.294
H 3.164 -1.561 -1.579
O -1.861 -3.615 0.505
H -2.249 -2.743 0.583
H -2.115 -4.063 1.311
O -0.837 -2.398 -4.540
H -1.254 -2.637 -3.712
H -0.092 -1.854 -4.286
O -0.272 1.219 -1.306
H -1.089 1.231 -1.805
H 0.361 1.662 -1.871
O -2.940 1.357 -2.418
H -3.485 1.532 -3.185
H -3.327 0.575 -2.022
O 1.263 -0.857 -3.932
H 2.020 -0.574 -3.418
H 1.485 -0.624 -4.833
O 2.476 -3.670 0.934
H 1.839 -4.358 0.746
H 2.554 -3.185 0.112
O 1.873 0.186 0.281
H 2.395 0.643 -0.379
H 2.507 -0.074 0.949
O 0.046 -1.397 1.851
H -0.465 -1.432 2.659
H 0.406 -2.278 1.756
O 4.224 2.329 2.921
H 3.962 1.429 2.729
H 4.933 2.243 3.558
O 2.980 -0.127 2.867
H 2.322 -0.420 3.498
H 3.637 -0.823 2.865
O -0.015 -4.033 3.231
H -0.723 -4.285 3.824
H 0.222 -4.845 2.783

[3]
18
Properties=species:S:1:pos:R:3 method="wB97M-V/def2-TZVPD" smiles=O.O.O.O.O.O total_charge=0 homo_lumo_gap_ha=0.4189 e_above_lowest_kj_mol=242.3
H 0.245 0.381 0.393
H 1.774 0.301 0.259
H 2.131 4.713 -0.246
H 1.981 3.495 0.592
H 2.613 -1.518 -1.715
H 3.591 -2.783 -2.132
H 0.313 -2.759 3.304
H 0.457 -1.576 2.246
H -2.862 0.016 -2.898
H -2.380 -0.611 -1.517
H -3.263 -0.431 0.378
H -2.435 0.752 0.921
O 0.958 0.581 -0.185
O 1.583 4.308 0.461
O 3.286 -2.225 -1.444
O 0.343 -2.521 2.336
O -3.171 -0.370 -2.087
O -3.270 0.230 0.970

[4]
31
Properties=species:S:1:pos:R:3 method="wB97M-V/def2-TZVPD" smiles=NCCNCCO.O.O.O.O total_charge=0 homo_lumo_gap_ha=0.3358 e_above_lowest_kj_mol=76.4
N -0.865 2.310 -0.716
C -0.824 1.227 0.256
C -1.995 0.251 0.284
N -1.897 -0.899 -0.603
C -1.421 -2.180 -0.088
C 0.037 -2.580 -0.417
O 1.004 -1.571 -0.195
H -1.270 2.072 -1.604
H -1.199 3.214 -0.409
H -0.725 1.657 1.242
H 0.113 0.712 0.086
H -2.203 -0.106 1.294
H -2.943 0.781 0.121
H -1.657 -0.665 -1.545
H -1.582 -2.183 0.992
H -2.051 -2.954 -0.538
H 0.254 -3.467 0.192
H 0.088 -2.811 -1.479
H 0.875 -1.158 0.673
H -0.107 -0.486 -2.235
H 1.319 -0.645 -2.397
O 0.547 -0.414 -2.939
H 2.949 1.992 1.107
H 2.299 0.683 1.168
O 2.776 1.287 1.752
H 2.345 2.037 -1.629
H 1.575 3.207 -0.917
O 2.359 2.653 -0.892
H 1.485 -0.372 3.254
H -0.042 -0.755 3.358
O 0.757 -0.838 2.823

| no. | DFT total energy (hartree) |
| --- | --- |
| 1 | -1523.03027 |
| 2 | -6485.87790 |
| 3 | -458.58019 |
| 4 | -650.07809 |